Record 1
36
Properties=species:S:1:pos:R:3:forces:R:3 method="wB97M-V/def2-TZVPD" total_energy_ha=-1875.5858 multiplicity=3 s_squared=2.0171 homo_ha="-0.183 / -0.304"
H -1.354320 -2.864942 -2.771563 0.20 -0.34 0.08
C -0.455693 -2.674712 -2.194296 0.40 -0.22 0.10
H 2.832154 1.141520 -0.153180 0.41 0.06 0.61
C -3.836511 0.155540 -1.489409 0.18 -0.81 -0.73
N 0.772374 -1.119245 -0.862212 0.26 0.95 0.62
Ti 0.792649 0.773233 0.188869 -1.67 -0.21 -3.29
I 0.849407 2.556470 -1.825281 0.10 0.40 -1.01
H -2.917255 -1.429300 -2.670430 -0.28 0.16 0.31
C 0.195958 0.526592 2.023884 0.91 -2.20 0.63
C -2.799560 -0.678498 -1.889284 -0.17 0.05 0.08
N -1.311877 0.463777 -0.411156 1.29 0.15 0.50
H 0.524636 -4.558082 -2.577151 0.02 0.33 0.11
C 1.725579 -3.251467 -1.344476 1.11 0.72 0.78
C -0.510343 0.607645 3.315868 -0.30 0.05 0.41
H 1.482494 3.031992 0.569185 0.24 -0.29 0.60
H 0.170352 0.871395 4.138600 -0.04 -0.20 -0.21
O 1.066715 -0.386591 1.741010 -1.41 0.77 2.28
C 1.811604 -1.982495 -0.775203 -0.83 -0.77 -0.62
C -2.293377 1.320567 -0.075314 -0.77 -0.49 -0.54
H -4.845924 0.020220 -1.883999 0.39 0.04 -0.02
H 4.011888 2.068057 0.757174 -0.29 -0.53 -0.30
H 1.392992 2.205621 2.188334 0.36 0.28 -0.34
C -3.585152 1.180124 -0.577872 0.75 0.85 1.10
C -1.530115 -0.550203 -1.291528 0.42 -0.36 -0.24
H 2.550425 -3.956955 -1.202392 -0.35 0.29 -0.16
H -1.273963 1.383788 3.250122 0.03 -0.03 0.09
H 2.615119 3.396543 1.841761 -0.12 -0.11 -0.08
H -4.365894 1.869785 -0.241642 0.30 -0.31 -0.23
C 0.595899 -3.583194 -2.091230 -1.17 0.22 -0.51
H -1.009977 -0.340230 3.557716 0.28 0.08 -0.05
C 3.065224 1.516486 0.883564 0.84 0.50 -0.05
H 2.687871 -1.629628 -0.219428 -0.36 -0.25 -0.23
C 2.064869 2.561719 1.391967 0.20 0.91 0.77
H -1.988691 2.112870 0.609403 -0.27 -0.13 -0.18
C -0.388687 -1.455743 -1.499665 -0.44 0.23 0.05
H 3.259145 0.697335 1.589264 -0.20 0.20 -0.31



Record 2
114
Properties=species:S:1:pos:R:3:forces:R:3 method="wB97M-V/def2-TZVPD" total_energy_ha=-4204.0272 homo_ha=-0.325
O 4.044289 8.759431 -4.287792 0.17 0.07 -0.09
N 1.933104 -6.898707 1.406403 -0.12 0.36 -0.26
O -3.737521 -5.023373 -0.921132 0.94 -1.04 0.37
H -4.542442 8.589223 -0.229468 -0.01 0.01 -0.01
H -2.372750 -0.618665 4.084612 0.04 -0.09 -0.03
H 0.172080 2.345351 1.056620 -0.01 0.01 0.01
O 2.642074 -4.955337 5.984305 -0.02 -0.01 0.19
N -0.201630 6.093379 1.486644 -0.36 0.08 0.09
C -3.654192 8.079306 0.118386 0.03 -0.01 -0.01
C -3.492036 6.723880 -0.135194 0.00 0.13 0.04
H -1.464773 5.900393 -6.558968 -0.02 0.01 -0.01
H 0.001389 -5.385566 1.853847 0.04 0.26 0.01
O -4.542003 -9.299055 2.210713 0.52 0.20 0.15
H -4.807602 -6.848649 0.980369 -0.31 -0.07 0.21
O 2.065663 -5.431105 3.966539 -0.33 -0.08 0.08
H 0.163970 -8.602330 3.545203 -0.18 -0.02 0.12
H 4.964420 -4.306265 6.272406 -0.11 -0.02 0.00
C 6.725391 -4.144840 3.385020 -0.02 -0.01 0.00
H -1.566640 0.338399 -5.297321 0.01 -0.01 -0.01
H -0.723256 -6.415865 3.071376 -0.17 -0.13 0.19
H 5.948750 -4.601969 1.437427 -0.01 0.00 -0.03
H 0.780227 -0.047115 1.247296 -0.01 -0.11 0.02
C -2.740488 -6.217391 1.014025 -0.54 -0.29 -0.86
H -0.230828 -5.652007 -0.371309 0.32 0.10 0.07
O 0.561344 -2.270807 2.182324 0.03 -0.06 -0.20
C -2.880636 -5.734706 -0.446747 -0.90 0.88 -0.58
C -0.387216 1.693406 1.713461 -0.04 -0.01 0.02
C 3.340816 7.742288 -2.348735 -0.04 -0.06 0.21
H 1.748530 -9.015965 2.928344 0.27 -0.17 -0.10
H 5.467986 7.817361 -2.599922 -0.06 0.06 -0.07
C -0.045779 0.354475 1.814191 0.13 0.08 -0.08
H -4.875637 -9.408717 1.316128 -0.35 0.01 -0.10
C 5.188184 -4.369056 5.218432 0.08 0.04 0.17
H -3.296625 -0.136152 -0.688398 0.01 0.10 0.01
H -2.214307 -1.888437 -4.431298 0.01 -0.01 -0.02
H 2.627738 5.871121 -5.311310 0.05 0.02 0.00
C -0.793339 -6.580474 -0.375711 -0.32 0.55 -0.04
C 0.704863 3.339940 -6.397115 0.01 0.21 0.02
O 0.636076 6.743154 2.074826 0.09 0.19 0.27
O -1.944910 -6.334698 -1.208406 0.23 0.03 -0.08
H -3.715730 -7.935283 0.154266 -0.01 -0.10 -0.23
H 5.903124 6.631918 -0.478343 0.03 0.00 0.00
H -1.425703 -7.938673 1.160838 -0.33 -0.21 -0.14
C -1.404237 6.788074 1.009184 -0.24 -0.02 -0.14
O -0.262280 1.376671 -7.040326 -0.38 -0.42 -0.27
H -4.244867 6.176563 -0.684165 0.00 -0.04 -0.01
N -0.392562 -1.867195 2.817191 0.20 0.11 0.18
C -2.922677 -0.036579 -1.697020 -0.12 -0.06 0.22
H 0.518513 7.093187 -5.703366 0.04 0.08 0.03
C 0.572236 6.033679 -5.905589 0.11 0.05 0.04
C -3.829340 -7.314702 1.042908 0.43 0.40 0.44
O -2.911166 -8.095457 3.142495 -0.79 -0.33 -0.84
H 7.712771 -3.898419 3.018160 0.02 0.00 0.00
C 2.266370 7.340036 -1.572795 -0.09 -0.04 0.02
C -2.569990 1.202240 -2.201191 0.04 0.00 -0.17
C -2.082014 1.359057 -3.488296 0.06 -0.04 -0.11
H -2.805860 9.843075 0.999976 0.01 0.02 0.01
C 4.886294 6.830335 -0.786364 -0.05 -0.05 0.08
C -2.359976 6.064523 0.313025 0.06 -0.13 0.00
H 0.295384 -9.327931 1.957012 -0.06 -0.27 -0.10
N 0.751643 1.895337 -6.631071 0.11 0.18 0.26
C -0.317584 -6.399147 2.066287 -0.15 0.30 -0.39
H -2.229140 5.012004 0.106571 0.07 0.01 0.04
H -1.345461 3.476460 -7.005268 0.05 -0.09 0.00
C 1.830438 3.986129 -5.926992 0.23 0.05 0.09
H 4.013517 5.896458 0.934832 -0.01 -0.01 0.02
O -3.080131 2.207190 -0.193944 -0.22 -0.20 0.23
H 1.695947 6.341136 0.235794 0.32 0.03 -0.21
C -1.540690 8.141761 1.260455 0.07 0.13 0.09
C -1.442396 2.200920 2.459315 0.00 0.00 0.03
H -0.777420 8.683479 1.797798 0.07 -0.08 0.02
O -0.101802 4.906937 1.254633 0.06 -0.25 -0.09
C 0.884681 -7.279884 2.007269 0.48 -0.62 0.16
C -0.481322 4.006979 -6.635090 -0.24 -0.02 -0.07
C -0.542861 5.364159 -6.384277 0.01 0.10 0.03
H -0.165517 -7.350635 -0.791466 -0.09 -0.33 -0.25
H 7.225119 -3.756687 5.435722 0.01 0.01 0.02
H -2.951454 -5.712021 4.160340 -0.07 -0.20 0.36
H -1.701468 3.247541 2.376067 0.00 -0.01 -0.03
O -2.460719 3.486197 -1.785257 0.04 -0.12 -0.39
C 2.517053 6.668976 -0.386504 0.01 -0.04 -0.08
H 3.685396 -5.157627 2.275001 -0.07 0.00 0.08
H -1.804807 2.334454 -3.858751 -0.03 0.08 0.07
N 2.867447 -5.072270 4.798794 0.13 0.07 -0.07
C 5.735174 -4.539443 2.495110 0.07 0.03 0.09
P -2.855160 -4.820690 2.253824 0.24 0.65 -0.23
C -2.161900 1.370859 3.306890 0.09 0.05 -0.06
O 1.935107 8.668904 -3.914138 -0.38 0.06 -0.07
H -2.981605 1.768008 3.888608 -0.03 -0.01 0.01
C 4.466991 -4.850674 2.958146 -0.04 -0.04 -0.24
H 1.253214 7.538539 -1.889357 0.02 0.06 -0.09
C -0.768841 -0.453622 2.673347 -0.08 0.11 -0.10
C 4.648361 7.496878 -1.975297 0.20 0.01 -0.04
O 1.776007 1.305278 -6.372791 0.22 -0.11 -0.03
N -2.721241 2.382511 -1.337263 0.19 0.22 0.14
Cl -4.442410 -3.709956 1.561107 -0.07 -0.16 0.14
C -1.825931 0.031793 3.419193 -0.16 0.01 0.14
C -2.797549 -1.148050 -2.510529 0.03 -0.03 -0.05
C -2.679036 8.786642 0.810875 -0.10 -0.04 -0.07
C -3.696442 -8.233646 2.232767 0.35 -0.12 0.98
O -3.627546 -5.510380 3.505619 -0.11 0.03 -0.07
C -1.948325 0.233337 -4.291291 -0.06 0.11 0.10
O -1.030949 -2.541734 3.594598 -0.12 -0.10 0.17
N 3.087739 8.450442 -3.610475 0.13 -0.14 0.01
H 2.643227 -7.623169 1.459093 0.16 -0.12 -0.03
C 0.773559 -8.642613 2.648549 -0.25 0.41 0.18
H 2.745049 3.441308 -5.750224 -0.03 -0.10 -0.02
C 1.758863 5.346302 -5.681343 -0.14 0.09 -0.01
C -2.312367 -1.014046 -3.802279 0.05 0.02 -0.07
C -1.346700 -6.867648 1.011953 0.92 0.03 0.67
C 6.452719 -4.062562 4.744325 0.02 -0.01 -0.10
H -3.081508 -2.119757 -2.136948 -0.03 -0.10 0.07
C 4.218064 -4.756452 4.314359 0.17 0.08 -0.06
C 3.824396 6.416816 0.005645 -0.01 0.00 0.03



Record 3
128
Properties=species:S:1:pos:R:3:forces:R:3 method="wB97M-V/def2-TZVPD" total_energy_ha=-2127.5803 homo_ha=-0.319
H 0.287751 -3.263261 -0.285063 -0.29 1.04 0.00
H 1.859282 7.531851 4.104223 0.00 -0.19 -0.02
H 3.314300 -2.350982 -5.281648 -0.05 -0.25 0.31
H 3.313750 -1.406781 6.802907 0.51 0.10 0.10
H 0.161622 0.300611 4.628824 0.48 -0.12 0.39
H 5.112705 -2.317548 -3.430875 -0.50 0.10 -0.39
H 1.738426 -3.312973 -1.012638 -0.30 -0.01 0.44
H 1.492611 5.051304 4.266656 -0.12 0.42 0.05
C -2.285998 -2.532694 2.839168 0.66 0.25 -0.15
C 0.341319 -5.401826 -1.612052 -0.10 0.41 0.10
H -6.763864 -0.417848 -0.498243 -0.16 0.09 -0.20
H -3.929398 3.595649 -2.082295 -0.17 -0.04 0.38
H -1.847368 0.619619 2.955703 -0.07 0.59 -0.26
H -5.113382 0.114993 -0.429200 -0.29 0.28 -0.45
N 0.570403 0.015859 5.528350 -1.25 0.46 -0.79
C 2.260791 -1.213478 6.696569 -0.17 -0.14 -0.85
H -1.229691 -2.697185 3.047502 0.30 0.29 -0.14
H -0.953819 -4.633536 -3.612251 -0.35 -0.12 -0.03
O 1.690704 3.989125 -5.326437 1.37 -1.17 1.04
H -4.283273 -2.109055 -0.961042 0.56 0.01 0.22
H 4.771861 0.439758 -2.457873 -0.42 0.02 0.20
C -4.340906 4.016998 -1.150586 -0.17 0.45 0.35
H 3.370576 -1.574423 4.157598 -0.51 0.19 -0.08
H 0.815479 4.318492 -5.215710 -1.11 0.40 0.14
H 1.782855 -2.183538 6.609937 -0.30 -0.26 0.23
H -5.291181 3.538529 -0.871928 0.08 0.24 -0.54
H -1.927567 -1.002587 1.369165 -0.36 0.04 -0.11
H 0.962494 -5.046318 -2.462951 -0.27 -0.24 0.22
O 3.010635 -2.494010 -3.225773 -0.22 1.11 1.11
H 2.610480 4.309032 0.821615 -0.26 -0.18 -0.29
C 4.295854 -2.489100 -2.706343 1.58 -0.67 0.70
C 2.312389 -1.237522 4.156271 -1.34 1.08 0.24
H -2.733795 -2.587255 3.823073 -0.59 -0.33 0.08
H 1.878378 -0.675504 7.545701 -0.07 0.07 0.48
H -3.270581 1.843669 -0.243820 0.17 -0.14 0.09
H -4.417377 -1.426090 1.383785 -0.23 0.46 0.30
O -4.635887 -0.431176 -3.088434 -0.26 0.41 0.67
C -5.618116 -0.995479 -2.199454 -1.03 -1.07 -0.22
C 1.952895 7.359201 3.021970 -0.63 1.75 0.05
H -1.328139 3.710008 0.615958 -0.25 0.49 -0.20
C 1.497159 5.072105 3.168856 -1.05 0.49 -0.02
H -0.911851 -5.280807 0.883378 0.51 0.12 -0.03
C 1.595216 3.695697 -2.824004 0.61 -1.40 -0.41
H -4.950804 -3.123241 -2.251532 0.05 0.42 -0.12
H -3.784823 4.391675 0.904555 -0.15 -0.36 -0.21
H -1.895827 5.273744 -0.190540 0.21 -0.54 0.30
H -4.500715 5.106887 -1.304385 0.04 -0.65 0.04
H 0.122753 1.810205 -4.549326 1.03 -0.15 0.34
C 3.941505 -0.049457 -1.910638 1.60 0.23 0.46
H 1.624734 1.108632 -3.684299 -0.78 -0.58 0.24
H -0.578822 0.437925 0.287200 -0.21 0.00 1.03
C -1.956902 4.166726 -0.166318 -0.69 0.19 -0.21
H -4.365821 -1.055129 -3.759272 -0.11 -0.41 -0.15
H 1.590656 1.221268 -5.400406 0.06 0.34 -0.29
H -1.760143 -1.606401 -2.620154 0.40 0.63 0.03
H 3.068006 -1.701776 1.658736 -0.06 0.17 -0.07
C -1.154923 0.345402 -1.758640 -0.86 2.30 -0.05
C -2.507904 -1.109070 2.297391 0.55 -0.82 0.43
O 1.984386 -0.460183 2.966826 0.65 -0.87 0.00
O -2.531407 0.676069 -1.441578 0.25 -0.12 0.25
H -4.444890 -0.801173 3.120811 -0.11 -0.30 -0.38
H 1.601304 -2.088520 4.187009 0.55 -0.06 -0.14
H -2.537969 -3.364118 2.169038 -0.56 0.38 0.15
C 0.137482 -5.621692 0.878480 -0.13 0.30 -0.43
H -0.064924 -0.692938 5.869000 0.15 -0.28 0.12
H 3.739696 -1.920652 -0.846599 0.20 0.54 0.46
H -2.528821 -4.348148 -2.813932 0.39 0.20 0.34
H -6.560370 -1.245690 -2.740585 0.60 0.40 -0.18
H -3.170809 0.425052 -2.127229 0.25 -0.28 -0.17
H 0.995954 3.413830 0.945964 0.01 0.49 -0.57
H 0.472618 5.266093 2.806652 0.03 -0.12 0.18
H -1.590335 3.841486 -1.147567 -0.12 -0.19 0.10
H 1.787445 -3.025291 -4.635324 -0.46 -0.03 -0.47
C -0.959195 -1.096546 -2.048756 0.57 -1.27 0.12
O 2.338140 6.108488 2.673680 0.54 -2.67 -0.11
H 4.534440 -3.495996 -2.240275 -0.20 0.76 -0.48
O -1.906252 -0.271413 3.288211 0.07 -0.40 0.25
H 1.414077 -2.187672 1.985257 -0.08 0.13 -0.34
C -1.603274 -4.937005 -2.771551 -0.22 0.58 -0.87
H -0.386135 2.012420 -0.594065 -0.19 0.19 0.25
H 2.732085 8.003432 2.637575 0.12 0.45 0.04
C 2.036926 3.495270 1.267290 -0.69 -0.24 0.18
N 1.119181 2.642244 3.364973 -0.23 1.57 0.07
H 1.316059 1.727251 3.002958 0.40 -0.34 -0.07
H 0.738515 0.658299 -0.858318 -0.53 0.33 0.32
N 1.227654 -3.601340 -0.163671 -0.42 -0.64 -0.50
H 0.018633 -1.244453 -2.530107 -0.29 0.00 -0.22
H 1.731855 -0.790737 0.884017 -0.02 0.08 0.48
C 1.935164 -0.406376 5.445824 1.37 0.06 -0.55
C 4.415453 -1.459661 -1.579032 0.07 -0.88 1.05
O -3.560224 2.396231 0.502492 0.02 0.97 -0.30
H 0.534962 3.636939 -2.529705 0.20 0.36 -0.50
C 1.953646 3.703364 2.755447 1.36 -1.03 0.33
C 2.047296 -1.316864 1.793428 0.07 0.00 1.18
H 1.005842 7.666361 2.535228 0.11 -0.15 0.22
H 3.035043 2.876522 -4.257927 -0.54 0.11 0.06
N 5.810422 -1.417841 -1.008093 -0.93 0.03 -0.76
C -3.446963 3.773232 0.058101 1.06 -0.39 0.36
C -5.969501 -0.003321 -1.121309 0.72 0.03 0.53
C 2.853817 -2.983679 -4.498554 0.02 -0.38 -0.72
H 6.441757 -1.416528 -1.805916 0.15 0.13 0.20
C -5.162339 -2.298290 -1.553889 0.00 -0.56 -0.07
H 2.454674 2.515786 1.031767 0.40 0.08 0.04
O -0.896153 -4.719456 -1.581853 -0.65 -0.10 -0.49
H 2.019122 4.696395 -2.808210 -0.35 0.16 0.01
H 3.088975 -0.048830 -2.550133 -0.78 -0.07 -0.29
C 1.940113 3.034289 -4.210015 -0.33 1.60 -0.91
H 0.620606 -5.366437 1.807373 0.04 0.29 0.40
H -0.859041 0.971833 -2.610249 -0.23 -0.36 -0.34
H 6.073618 -2.218811 -0.438421 -0.44 0.04 -0.18
H -3.989993 0.313708 1.842676 -0.42 -0.27 -0.37
H 0.099414 -6.711826 0.857291 0.10 -0.04 -0.29
H -1.939580 -5.961636 -2.947132 0.36 -0.34 0.29
H -5.913208 -2.717515 -0.869798 -0.04 0.38 -0.18
H 2.113103 3.132516 -2.026730 -0.07 0.11 -0.29
H 3.766203 0.533950 -0.980956 0.04 -0.40 -0.62
H 2.987961 3.669881 3.138449 0.03 -0.23 0.01
H -0.868266 -1.663619 -1.126390 -0.22 -0.08 0.36
H 1.223496 2.647088 4.374157 -0.05 -0.24 -0.11
C -3.975991 -0.745677 2.127918 0.82 0.18 0.16
H -6.275161 0.953408 -1.536954 0.02 0.09 0.08
C 1.240851 1.719425 -4.500542 -0.11 0.18 0.60
C 0.971546 -5.049001 -0.296734 1.17 -0.55 1.25
H 0.130297 -6.465987 -1.688267 0.28 -0.35 -0.18
H 3.237887 -3.999076 -4.532638 0.22 -0.33 -0.44
H 2.545029 0.520534 5.499007 -0.04 -0.46 -0.39
C -0.316852 0.938433 -0.615836 1.05 -1.51 -1.64
H 1.976135 -5.464774 -0.182967 -0.10 -0.58 -0.39



Record 4
20
Properties=species:S:1:pos:R:3:forces:R:3 method="wB97M-V/def2-TZVPD" total_energy_ha=-382.4184 homo_ha=-0.296
H -0.202256 1.411075 -2.492496 -0.01 -0.32 0.14
O -2.208644 1.718393 -0.190561 -0.29 0.44 0.13
H -2.058576 2.430311 0.448367 0.13 -0.40 -0.07
H 0.489658 1.884292 0.283515 0.35 -0.18 0.52
H -0.497185 2.730600 -1.622062 -0.06 -0.03 0.24
H 0.105127 -0.877092 1.902325 0.13 0.19 -0.05
H 1.158101 -0.130216 -1.753678 0.17 -0.30 -1.07
C 0.584955 -1.585378 1.241478 0.09 -0.71 -0.18
H -1.555133 -0.069872 -0.782099 -0.18 -0.31 -0.19
C 1.158111 -0.002491 -0.702278 -0.72 0.20 1.82
C 0.167530 1.148789 -0.447332 -1.01 0.18 -0.75
N 0.118065 1.931497 -1.685390 0.40 0.39 -0.31
H 1.449011 -2.117159 -0.566866 -0.23 -0.39 0.09
H 2.157551 0.311584 -0.392205 0.04 0.16 -0.32
H -1.310173 0.222118 0.923340 0.04 0.03 0.17
H 1.440120 -3.445184 1.409127 -0.02 0.09 -0.20
C -1.257324 0.678077 -0.061129 0.54 0.25 -0.21
C 0.915489 -1.342009 -0.025540 0.92 0.72 -0.04
H 0.792747 -2.895509 2.818728 -0.14 0.20 0.00
N 0.731788 -2.854559 1.814692 -0.14 -0.18 0.29